#a
Entry from the OMol25 dataset: a 5-piece molecular cluster, CH14N2O4 overall (ωB97M-V with the def2-TZVPD basis set).

- SMILES string = NCN.O.O.O.O
- Kohn-Sham gap (eV) = 9.249

```
21
Properties=species:S:1:pos:R:3:mulliken_charge:R:1
N -0.89517 2.30525 -0.11416 -0.690
C -0.68901 1.58870 1.13735 0.014
N -1.79392 1.56289 2.06913 -0.593
H -1.70303 2.05953 -0.69239 0.242
H -0.20708 1.91623 -0.75805 0.265
H 0.26636 1.95434 1.52343 0.304
H -0.51471 0.49867 0.96566 0.025
H -2.56404 1.10158 1.59656 0.230
H -2.17070 2.49183 2.29895 0.240
O 1.46161 -1.76551 0.01877 -0.593
H 2.41986 -1.73892 0.13084 0.273
H 1.23121 -2.68904 0.13581 0.306
O -1.15840 -2.26029 1.73608 -0.618
H -0.97054 -1.93100 2.62394 0.309
H -2.07029 -1.93930 1.70684 0.291
O 0.65633 -1.24821 -2.72409 -0.666
H 0.51569 -1.45628 -1.78772 0.311
H 0.14559 -1.93786 -3.15635 0.287
O 2.04503 0.78753 -1.62204 -0.608
H 1.78545 -0.13888 -1.64078 0.374
H 2.35790 0.99265 -2.50797 0.297
```


#b
Entry from the OMol25 dataset: a 5-piece molecular cluster, CH14N2O4 overall (ωB97M-V with the def2-TZVPD basis set).

- SMILES string = NCN.O.O.O.O
- Kohn-Sham gap (eV) = 9.649

```
21
Properties=species:S:1:pos:R:3:mulliken_charge:R:1
N -0.22362 -2.83744 0.56200 -0.643
C -0.70484 -1.63010 1.30116 -0.369
N 0.38315 -0.85325 1.83145 -0.603
H 0.72085 -2.63535 0.24812 0.215
H -0.16072 -3.66145 1.14651 0.244
H -1.36689 -1.99381 2.08300 0.404
H -1.34688 -1.22421 0.49058 0.240
H 0.45825 -0.02757 1.24603 0.295
H 0.24351 -0.46544 2.75545 0.246
O -0.45911 1.77755 1.18157 -0.626
H -1.32693 1.64934 1.55130 0.307
H -0.52388 1.96077 0.23137 0.309
O -1.22858 1.56399 -1.45456 -0.661
H -0.59463 0.79102 -1.50871 0.436
H -1.83398 1.67206 -2.18222 0.273
O 1.92517 1.79289 -1.33667 -0.697
H 1.95865 1.62821 -0.38213 0.342
H 1.28034 2.52013 -1.33657 0.347
O 0.35443 -0.58865 -1.60334 -0.781
H 0.91017 0.14783 -1.83011 0.359
H -0.19530 -1.32868 -1.39119 0.360
```


Of them, the most stable is #a and the least stable is #b.


#a
Entry from the OMol25 dataset: the molecule C2HF3O (ωB97M-V with the def2-TZVPD basis set).

- SMILES string = O=CC(F)(F)F
- Kohn-Sham gap (eV) = 11.157

```
7
Properties=species:S:1:pos:R:3:mulliken_charge:R:1
O 0.97792 -0.76885 -0.17263 -0.371
C 0.41292 -0.96656 0.84225 0.022
C -0.19279 0.06410 1.75494 0.807
F -0.36283 1.27045 1.09366 -0.241
F -1.32257 -0.29966 2.25769 -0.224
F 0.65349 0.34529 2.76163 -0.235
H -0.02964 -1.89313 1.33256 0.242
```


#b
Entry from the OMol25 dataset: the molecule C2HF3O (ωB97M-V with the def2-TZVPD basis set).

- SMILES string = O=CC(F)(F)F
- Kohn-Sham gap (eV) = 11.253

```
7
Properties=species:S:1:pos:R:3:mulliken_charge:R:1
O 2.02420 0.09134 -0.00921 -0.397
C 1.03415 -0.56566 0.19751 -0.082
C -0.38078 -0.01791 -0.03975 0.845
F -0.30432 1.28904 -0.36522 -0.226
F -0.99039 -0.73604 -0.94935 -0.208
F -1.05160 -0.06342 1.16922 -0.244
H 1.00304 -1.63552 0.43517 0.312
```


Of them, the most stable is #b and the least stable is #a.


#a
Entry from the OMol25 dataset: a 2-piece molecular cluster, C2H2Cl2F2 overall (ωB97M-V with the def2-TZVPD basis set).

- Kohn-Sham gap (eV) = 9.760

```
8
Properties=species:S:1:pos:R:3:mulliken_charge:R:1
C -1.12610 0.69620 -0.82411 -0.090
C 1.54489 -0.98615 1.59195 0.079
F -0.37781 -0.25593 -1.45824 -0.203
F 2.57817 -0.32693 1.38575 -0.053
Cl -0.91322 0.75828 0.95790 -0.146
Cl 1.46785 -2.20359 0.43612 -0.038
H -0.92791 1.71942 -1.23778 0.243
H -2.24586 0.59870 -0.85158 0.209
```


#b
Entry from the OMol25 dataset: the molecule C2H2Cl2F2 (ωB97M-V with the def2-TZVPD basis set).

- SMILES string = FC(F)(Cl)CCl
- Kohn-Sham gap (eV) = 11.985

```
8
Properties=species:S:1:pos:R:3:mulliken_charge:R:1
F -1.18475 -0.29804 1.23333 -0.230
C -0.66692 0.28003 0.15453 0.617
F -1.56262 -0.15280 -0.76404 -0.250
Cl -0.69041 1.97513 0.12156 -0.115
C 0.68521 -0.38484 -0.18981 -0.432
Cl 1.97519 0.63197 0.17293 -0.151
H 0.59491 -1.26429 0.48806 0.278
H 0.84940 -0.78716 -1.21657 0.284
```


Of them, the most stable is #b and the least stable is #a.


#a
Entry from the OMol25 dataset: a 2-piece molecular cluster, C2NO2S2 overall (ωB97M-V with the def2-TZVPD basis set).

- total charge = -1
- Kohn-Sham gap (eV) = 5.113

```
7
Properties=species:S:1:pos:R:3:mulliken_charge:R:1
C -3.40799 -0.11226 0.12658 0.605
C 2.92215 0.54038 0.07117 0.167
N 3.48241 1.38911 0.61370 -0.523
O -2.78538 0.89013 0.07192 -0.342
O 2.70714 -2.33738 -0.72449 -0.646
S -4.28406 -1.43900 0.28953 -0.264
S 2.02490 -0.92217 -0.44711 0.003
```


#b
Entry from the OMol25 dataset: an isolated ion of composition C2NO2S2 and charge -1 (ωB97M-V with the def2-TZVPD basis set).

- SMILES string = N#COC1([O-])SS1
- total charge = -1
- Kohn-Sham gap (eV) = 7.152

```
7
Properties=species:S:1:pos:R:3:mulliken_charge:R:1
N 1.32982 0.59881 2.25909 -0.520
C 1.08112 0.50066 1.13120 0.591
O 0.85011 0.45087 -0.15527 -0.378
C -0.22361 -0.16551 -0.94432 0.567
O 0.16793 -0.54337 -2.03040 -0.628
S -1.36959 -1.36757 0.21531 -0.388
S -1.83579 0.52613 -0.47561 -0.244
```


Of them, the most stable is #b and the least stable is #a.


#a
Entry from the OMol25 dataset: the molecule C7H12S (ωB97M-V with the def2-TZVPD basis set).

- SMILES string = C[C@@]1(S)[C@@H]2CCC[C@@H]21
- Kohn-Sham gap (eV) = 9.746

```
20
Properties=species:S:1:pos:R:3:mulliken_charge:R:1
C 2.48448 -0.27586 0.01004 -1.456
C 0.98087 -0.36109 0.19141 0.959
S 0.46868 -1.69858 1.27534 -0.221
C 0.22736 0.92934 0.09235 -0.280
C -1.16390 1.08691 0.70967 -0.782
C -2.04101 -0.01753 0.07796 -0.692
C -1.27561 -0.55053 -1.15452 -0.877
C 0.16024 -0.04764 -1.04465 -0.561
H 2.97906 -0.05740 0.97205 0.361
H 2.88616 -1.20777 -0.34850 0.367
H 2.75911 0.50697 -0.69695 0.355
H 0.93096 -1.13098 2.43750 0.121
H 0.85613 1.82596 -0.00988 0.373
H -1.13468 1.00429 1.82236 0.276
H -1.52961 2.10629 0.45047 0.352
H -2.22886 -0.82092 0.78130 0.303
H -3.03321 0.35415 -0.24176 0.360
H -1.72084 -0.13047 -2.10023 0.370
H -1.31182 -1.64668 -1.25518 0.292
H 0.70649 0.13153 -1.96878 0.378
```


#b
Entry from the OMol25 dataset: the molecule C7H12S (ωB97M-V with the def2-TZVPD basis set).

- SMILES string = CCC1=C(C(C)C)S1
- Kohn-Sham gap (eV) = 7.738

```
20
Properties=species:S:1:pos:R:3:mulliken_charge:R:1
C 2.79823 1.05490 0.25666 -1.205
C 2.41991 -0.02343 -0.81984 -0.160
C 1.16252 -0.69086 -0.58350 -0.256
C -0.17797 -0.53143 -0.11268 -0.372
C -1.49929 0.10205 -0.05474 1.009
C -2.52863 -0.64523 -0.88869 -1.790
C -1.79382 0.05433 1.49665 -1.512
S 0.44988 -2.30077 -0.23913 -0.339
H 3.33405 0.71991 1.13148 0.340
H 2.01400 1.46532 0.74759 0.387
H 3.46443 1.79886 -0.19851 0.323
H 3.32033 -0.57249 -0.98673 0.369
H 2.36104 0.44406 -1.73170 0.321
H -1.25890 1.18539 -0.22752 0.197
H -3.45570 -0.25791 -0.71857 0.536
H -2.67183 -1.63772 -0.68931 0.454
H -2.44547 -0.36531 -1.86443 0.470
H -2.76865 0.22108 1.57437 0.459
H -1.12082 0.79441 1.87810 0.407
H -1.60331 -0.81516 2.03047 0.361
```


#c
Entry from the OMol25 dataset: the molecule C7H12S (ωB97M-V with the def2-TZVPD basis set).

- SMILES string = CCC1=C(C(C)C)S1
- Kohn-Sham gap (eV) = 7.222

```
20
Properties=species:S:1:pos:R:3:mulliken_charge:R:1
C 2.16234 -0.06639 1.12901 -1.024
C 2.31534 -0.40114 -0.31669 -0.211
C 1.27683 0.20248 -1.29339 -0.981
C -0.12802 0.74900 -0.75509 0.242
C -1.52881 0.33322 -0.60665 0.880
C -1.69362 -1.15150 -0.80049 -1.158
C -1.86474 0.64764 0.87189 -1.345
S 0.76961 2.11303 -0.90467 -0.215
H 3.09126 -0.52307 1.66309 0.289
H 1.32277 -0.40096 1.57073 0.311
H 2.20124 1.09802 1.27175 0.246
H 2.13664 -1.44701 -0.50062 0.300
H 3.23883 -0.12027 -0.83469 0.342
H -2.11349 0.92552 -1.29986 0.298
H -1.86193 -1.38656 -1.91723 0.327
H -2.69517 -1.42429 -0.46222 0.386
H -0.82148 -1.79328 -0.42368 0.233
H -3.01787 0.67650 1.08039 0.314
H -1.64412 1.71635 1.06024 0.387
H -1.14559 0.25272 1.46820 0.380
```


Of them, the most stable is #a and the least stable is #c.


#a
Entry from the OMol25 dataset: the molecule C24H26N2O3 (ωB97M-V with the def2-TZVPD basis set).

- SMILES string = COc1cc(CNc2ccc(NC(C)=O)cc2)ccc1OCc1ccccc1C
- Kohn-Sham gap (eV) = 8.055

```
55
Properties=species:S:1:pos:R:3:mulliken_charge:R:1
C 1.39526 2.37644 -3.75755 -1.112
O 2.38023 1.50459 -3.26661 -0.388
C 2.23970 0.99461 -2.01741 0.849
C 1.22343 1.33040 -1.13130 -0.616
C 1.16612 0.77403 0.14027 -0.168
C 0.06914 1.16445 1.09415 -0.860
N -0.45765 -0.00371 1.76172 -0.129
C -1.41037 0.06221 2.75292 0.677
C -1.72779 1.24387 3.42542 -0.404
C -2.63884 1.25308 4.46308 -0.806
C -3.26708 0.07871 4.86023 0.678
N -4.19916 0.02204 5.90809 -0.177
C -4.67238 1.02638 6.69522 0.810
C -5.66923 0.52416 7.72519 -1.314
O -4.35103 2.19009 6.60310 -0.621
C -2.96331 -1.10436 4.18975 -0.579
C -2.05490 -1.11256 3.15483 -0.884
C 2.13684 -0.13398 0.53430 -0.635
C 3.14525 -0.49084 -0.34360 -0.534
C 3.20992 0.05818 -1.61340 0.692
O 4.23249 -0.29599 -2.46738 -0.503
C 3.96611 -1.45658 -3.25118 -1.281
C 2.87432 -1.21752 -4.26567 0.902
C 3.20012 -0.49782 -5.40871 -0.617
C 2.24135 -0.17679 -6.34997 -0.693
C 0.93256 -0.57939 -6.15186 -0.613
C 0.60185 -1.30015 -5.01945 -0.772
C 1.55498 -1.62872 -4.06226 1.357
C 1.13908 -2.42221 -2.85645 -1.396
H 1.69642 2.61091 -4.77705 0.252
H 1.34408 3.30051 -3.17208 0.397
H 0.41051 1.89797 -3.77607 0.398
H 0.46278 2.03830 -1.42252 0.436
H 0.48975 1.83250 1.85540 0.370
H -0.71711 1.71923 0.55735 0.344
H -0.50049 -0.83014 1.18378 0.183
H -1.26180 2.17343 3.14087 0.317
H -2.86990 2.17489 4.96919 0.494
H -4.55683 -0.90542 6.09082 0.179
H -6.01803 1.36328 8.31959 0.355
H -6.51961 0.05766 7.23184 0.325
H -5.19755 -0.20565 8.38028 0.323
H -3.44668 -2.02705 4.48231 0.276
H -1.83054 -2.03919 2.64504 0.328
H 2.10058 -0.55903 1.52526 0.450
H 3.90398 -1.20083 -0.04986 0.440
H 3.72645 -2.30227 -2.59421 0.294
H 4.91225 -1.65993 -3.75976 0.523
H 4.22164 -0.17561 -5.54560 0.410
H 2.51214 0.38551 -7.23148 0.414
H 0.16975 -0.33328 -6.87641 0.408
H -0.42234 -1.61373 -4.87005 0.331
H 1.65897 -3.37988 -2.82971 0.346
H 1.36479 -1.88625 -1.93569 0.149
H 0.06975 -2.61853 -2.88672 0.397
```


#b
Entry from the OMol25 dataset: the molecule C24H26N2O3 (ωB97M-V with the def2-TZVPD basis set).

- SMILES string = CCCOc1ccc(N2C(=O)C[C@H](N3CC=C(c4ccccc4)CC3)C2=O)cc1
- Kohn-Sham gap (eV) = 9.058

```
55
Properties=species:S:1:pos:R:3:mulliken_charge:R:1
C 5.94605 0.02946 -2.56322 -1.048
C 6.34585 -0.56828 -3.90678 -0.356
C 5.19180 -0.65446 -4.91102 -0.526
O 4.25748 -1.66163 -4.57315 -0.436
C 3.15647 -1.40049 -3.82558 0.674
C 2.70922 -0.14616 -3.42014 -0.150
C 1.54721 -0.02561 -2.68047 -0.617
C 0.82124 -1.15077 -2.32470 0.073
N -0.36481 -1.01424 -1.55348 0.322
C -1.54497 -1.67483 -1.85023 0.288
O -1.70284 -2.43267 -2.76791 -0.601
C -2.56983 -1.26302 -0.81920 -0.811
C -1.85209 -0.30272 0.13361 0.887
N -2.54628 0.98291 0.16049 -0.147
C -3.76655 0.89799 0.95413 -1.092
C -3.52648 0.98408 2.43470 -0.579
C -2.40626 1.47546 2.96142 0.699
C -2.19654 1.50638 4.41917 0.220
C -1.65880 2.62162 5.05629 -0.222
C -1.48139 2.63454 6.42735 -0.682
C -1.83000 1.53140 7.18766 -0.398
C -2.36284 0.41464 6.56634 -0.661
C -2.54543 0.40329 5.19642 -0.427
C -1.29981 1.98369 2.07835 -0.572
C -1.76772 2.11847 0.62572 -1.372
C -0.43187 -0.22689 -0.42194 -0.279
O 0.50689 0.35691 0.05427 -0.582
C 1.25674 -2.40880 -2.72420 -0.459
C 2.40729 -2.52709 -3.47077 -0.785
H 6.80431 0.04846 -1.89561 0.369
H 5.58817 1.04967 -2.68447 0.266
H 5.16217 -0.55986 -2.09351 0.276
H 7.13613 0.03630 -4.35647 0.354
H 6.73559 -1.57651 -3.75467 0.271
H 5.58922 -0.96564 -5.88298 0.302
H 4.71015 0.31967 -5.03624 0.318
H 3.25089 0.75152 -3.67008 0.237
H 1.21074 0.95170 -2.37261 0.399
H -3.38924 -0.75953 -1.33447 0.375
H -2.96986 -2.15114 -0.32971 0.307
H -1.76564 -0.73231 1.14829 0.286
H -4.41969 1.72227 0.63955 0.340
H -4.28799 -0.03254 0.71795 0.430
H -4.33608 0.64763 3.06647 0.588
H -1.39700 3.49763 4.48134 0.341
H -1.06927 3.51147 6.90541 0.381
H -1.68677 1.54166 8.25804 0.375
H -2.63434 -0.45208 7.15162 0.376
H -2.94939 -0.47601 4.71540 0.440
H -0.45076 1.29567 2.12955 0.233
H -0.94510 2.95279 2.43134 0.666
H -2.41892 2.99151 0.52812 0.536
H -0.90993 2.26180 -0.03149 0.348
H 0.69127 -3.28692 -2.45745 0.391
H 2.75800 -3.49384 -3.79484 0.430
```


Of them, the most stable is #b and the least stable is #a.